(1)
A structure of composition C10H26BrMnN2O3, computed with ωB97M-V with the def2-TZVPD basis set.

Geometry as XYZ:
```
43
Properties=species:S:1:pos:R:3:mulliken_charge:R:1
Mn 6.575 -1.063 0.350 0.531
Br 4.112 -0.522 0.670 -0.470
C 1.030 2.807 -0.639 -1.254
C 0.728 2.569 0.827 0.597
C -0.552 3.143 1.385 -0.698
O -0.469 3.070 2.795 -0.355
C -1.765 3.031 3.393 -0.738
N 0.853 1.095 1.141 -0.374
H 0.169 2.514 -1.241 0.072
H 1.867 2.200 -0.995 0.341
H 1.342 3.829 -0.859 0.457
H 1.504 3.101 1.398 0.307
H -1.476 2.754 0.945 0.317
H -0.555 4.194 1.054 0.313
H -2.193 2.026 3.325 0.294
H -2.480 3.746 2.989 0.315
H -1.558 3.207 4.448 0.275
H 0.869 1.187 2.162 0.308
H 1.817 0.913 0.890 -0.065
C -1.723 -3.692 1.400 -0.852
O -0.891 -2.822 0.645 -0.246
C -0.281 -3.509 -0.426 -0.417
C 1.123 -2.917 -0.520 -0.710
N 1.239 -1.496 -0.789 0.790
C 1.013 -1.061 -2.177 -0.743
C -0.438 -0.759 -2.567 -0.362
O -0.918 0.145 -1.615 -0.120
C -2.151 0.771 -2.090 -0.926
H -2.323 -3.131 2.113 0.239
H -1.207 -4.481 1.952 0.316
H -2.450 -4.137 0.710 0.345
H -0.854 -3.389 -1.347 0.214
H -0.115 -4.583 -0.313 0.452
H 1.720 -3.507 -1.230 0.424
H 1.634 -3.110 0.427 0.403
H 2.185 -1.246 -0.440 -0.277
H 1.557 -1.654 -2.918 0.387
H 1.569 -0.117 -2.186 0.313
H -1.035 -1.669 -2.617 0.254
H -0.261 -0.240 -3.519 0.413
H -2.617 1.206 -1.212 0.182
H -2.843 0.070 -2.553 0.371
H -1.751 1.526 -2.767 0.379
```

maximum force	3.4	eV Å⁻¹
<S²>	8.7653
spin multiplicity	6
highest occupied orbital energy (spin up / spin down)	-0.4287 / -0.3520	hartree
total charge	+1


(2)
An isolated molecule of C7H18BBr2F3N2O2Si2, computed with ωB97M-V with the def2-TZVPD basis set.

Geometry as XYZ:
```
37
Properties=species:S:1:pos:R:3:mulliken_charge:R:1
C -1.269 -2.253 -2.404 -1.078
C -0.988 -0.784 -2.721 -0.759
C -0.105 -0.081 -1.683 0.588
N 1.241 0.241 -2.188 -0.357
Si 2.597 0.152 -1.117 0.345
O 2.681 1.538 -0.198 -0.352
Si 1.491 2.449 0.463 0.340
C 0.446 1.409 1.636 -0.107
C -1.057 1.662 1.544 -1.163
C -1.895 0.461 1.928 0.064
F -1.675 -0.539 1.030 -0.165
Br -1.437 -0.236 3.674 -0.030
C -3.413 0.786 1.907 0.569
F -3.734 1.542 2.970 -0.211
F -3.683 1.521 0.806 -0.218
Br -4.519 -0.782 1.869 -0.100
B 2.518 -1.431 0.172 0.462
N 3.187 -1.373 1.420 -0.517
O 1.869 -2.568 -0.253 -0.523
H -1.471 -2.377 -1.338 0.246
H -2.138 -2.617 -2.954 0.397
H -0.426 -2.899 -2.652 0.261
H -0.491 -0.705 -3.694 0.410
H -1.932 -0.246 -2.828 0.307
H -0.581 0.850 -1.358 -0.239
H -0.028 -0.722 -0.792 -0.040
H 1.448 -0.273 -3.039 0.311
H 3.807 0.104 -1.970 -0.279
H 0.597 2.995 -0.585 -0.121
H 2.117 3.569 1.196 -0.237
H 0.784 1.602 2.659 0.686
H 0.655 0.353 1.437 -0.029
H -1.369 2.496 2.179 0.478
H -1.350 1.907 0.520 0.361
H 2.942 -2.014 2.164 0.208
H 3.395 -0.462 1.803 0.228
H 1.787 -3.275 0.400 0.264
```

structure (SMILES)	CCCN[Si@@H](O[SiH2]CC[C@@](F)(Br)C(F)(F)Br)B(N)O
maximum force	0.8	eV Å⁻¹
highest occupied orbital energy	-0.3299	hartree


(3)
The ion C3H11N5 with charge +2, computed with ωB97M-V with the def2-TZVPD basis set.

Geometry as XYZ:
```
19
Properties=species:S:1:pos:R:3:mulliken_charge:R:1
C 0.109 -1.179 0.227 0.087
C -2.227 -1.438 -0.297 -0.890
C -0.457 1.876 0.577 -0.776
N 1.381 -0.885 0.303 -0.492
N -0.996 -0.595 -0.144 0.337
N 3.300 0.050 -0.284 -0.628
N -1.120 0.708 -0.458 -0.474
N 2.017 -0.021 -0.291 0.860
H -0.110 -2.006 0.925 0.368
H -2.013 -2.259 -1.020 0.367
H -2.506 -1.797 0.644 0.356
H -3.077 -0.984 -0.872 0.386
H -0.392 1.336 1.659 0.361
H 0.307 2.626 0.301 0.349
H -1.386 2.472 0.663 0.342
H 3.979 -0.349 0.478 0.382
H 3.689 0.833 -0.758 0.286
H -2.068 0.903 -0.678 0.375
H 1.569 0.709 -0.975 0.403
```

maximum force	4.2	eV Å⁻¹
highest occupied orbital energy (spin up / spin down)	-0.6670 / -0.6727	hartree
total charge	+2


(4)
A cluster of 11 separate species, C18H40Cl12F2N5O8S2 in total, computed with ωB97M-V with the def2-TZVPD basis set.

Geometry as XYZ:
```
87
Properties=species:S:1:pos:R:3:mulliken_charge:R:1
N -1.230 -0.203 0.028 -0.167
S -1.635 1.171 -0.457 0.645
O -2.074 1.244 -1.824 -0.641
O -1.042 2.345 0.123 -0.475
F -3.065 1.150 0.308 -0.330
S 0.398 -0.002 -0.151 -0.139
O 1.067 0.516 1.002 -0.389
O 0.991 0.310 -1.432 -0.127
F 0.748 -1.574 -0.050 -0.331
C 2.122 -3.960 1.567 -0.465
C 1.745 -4.239 3.005 0.409
O 1.647 -5.386 3.411 -0.693
N 1.662 -3.144 3.802 -0.041
C 1.645 -1.749 3.404 -0.249
H 2.890 -3.184 1.542 0.372
H 1.239 -3.616 1.029 -0.160
H 2.568 -4.822 1.080 0.381
H 1.398 -3.402 4.742 0.258
H 2.600 -1.240 3.535 0.272
H 0.836 -1.259 3.944 0.366
H 1.374 -1.646 2.353 -0.367
C -4.479 -2.068 -0.377 -0.796
C -3.579 -2.834 -1.310 1.007
O -4.078 -3.616 -2.114 -0.717
N -2.258 -2.681 -1.103 0.414
C -1.248 -3.415 -1.794 -0.858
H -4.332 -0.990 -0.284 0.060
H -4.520 -2.487 0.629 0.182
H -5.506 -2.147 -0.735 0.342
H -2.086 -1.805 -0.612 -0.164
H -1.665 -4.270 -2.317 0.429
H -0.458 -3.727 -1.107 0.212
H -0.693 -2.807 -2.515 0.219
C 4.567 1.047 -3.314 -0.380
C 4.764 1.786 -1.991 0.752
O 5.820 2.354 -1.741 -0.721
N 3.735 1.717 -1.131 0.218
C 3.593 2.504 0.080 -0.415
H 4.181 1.657 -4.131 0.152
H 3.807 0.269 -3.178 -0.324
H 5.443 0.530 -3.699 0.344
H 2.934 1.286 -1.569 -0.100
H 3.523 3.527 -0.298 0.243
H 4.430 2.371 0.759 0.245
H 2.632 2.274 0.534 -0.067
C -1.233 0.538 3.636 0.345
C -1.613 -0.935 3.677 0.475
O -1.930 -1.461 4.730 -0.731
N -1.439 -1.580 2.498 0.579
C -1.716 -3.008 2.367 -1.076
H -0.274 0.636 4.143 -0.552
H -1.997 1.076 4.197 0.415
H -1.218 0.958 2.632 -0.186
H -1.329 -1.033 1.641 0.025
H -1.271 -3.461 3.254 0.432
H -1.258 -3.405 1.466 0.208
H -2.796 -3.156 2.366 0.276
C 2.482 1.954 3.218 1.469
Cl 1.717 1.547 4.768 -0.190
Cl 4.251 1.824 3.244 -0.201
H 2.091 1.284 2.460 -1.077
H 2.247 2.992 3.011 0.440
C -3.114 4.280 1.606 0.011
Cl -3.998 3.200 2.707 -0.177
Cl -3.698 4.152 -0.072 -0.127
H -3.193 5.306 1.951 0.449
H -2.079 3.964 1.692 -0.185
C 3.164 -2.214 -2.628 -0.028
Cl 1.985 -1.841 -3.906 -0.106
Cl 2.738 -3.768 -1.838 -0.169
H 4.164 -2.235 -3.045 0.502
H 3.084 -1.474 -1.838 -0.164
C -0.038 4.953 -1.415 -0.160
Cl 1.651 5.552 -1.556 -0.185
Cl -0.229 3.552 -2.495 0.000
H -0.174 4.584 -0.405 -0.096
H -0.740 5.730 -1.689 0.418
C -5.198 1.931 -2.546 0.529
Cl -5.852 1.714 -4.199 -0.206
Cl -6.477 2.430 -1.398 -0.173
H -4.828 0.964 -2.232 -0.201
H -4.474 2.735 -2.563 0.052
C 0.410 1.193 -4.896 0.945
Cl 1.498 2.425 -5.579 -0.178
Cl -0.091 0.028 -6.116 -0.195
H 0.840 0.652 -4.055 -0.574
H -0.474 1.630 -4.435 -0.039
```

maximum force	8.7	eV Å⁻¹
highest occupied orbital energy	-0.2749	hartree
total charge	-1


| no. | E_tot (a.u.) |
| --- | --- |
| 1 | -4456.404240 |
| 2 | -6589.183556 |
| 3 | -393.816879 |
| 4 | -8104.109622 |